134
Properties=species:S:1:pos:R:3:mulliken_charge:R:1 method="wB97M-V/def2-TZVPD" homo_lumo_gap_ev="2.3 / 6.8" e_homo_ev="0.027 / -4.488" s2=0.75 energy_ha=-3128.2256 multiplicity=2 max_force_ev_per_a=5.614 charge=-1
O -18.23306 14.48703 -10.94449 -0.645
C -19.04424 14.92390 -10.15553 0.222
O -19.35574 16.21973 -10.04172 0.286
C -20.18513 16.42376 -8.94016 0.856
C -20.70671 15.10148 -8.48633 -0.604
C -19.62565 14.21248 -8.98477 -0.713
H -21.00905 17.11506 -9.11728 0.192
H -19.61149 16.97167 -8.19261 -0.705
H -21.57434 14.76591 -9.05442 0.154
H -20.84410 15.04417 -7.40655 0.428
H -20.07273 13.22581 -9.10602 0.406
H -18.80827 14.14973 -8.26640 0.220
O -14.90154 19.58101 -14.08768 -0.673
C -15.41388 18.94411 -13.20009 0.199
O -15.77862 17.67500 -13.37561 -0.386
C -16.33024 17.18862 -12.15984 -0.052
C -15.76286 18.10639 -11.05045 0.207
C -15.63003 19.39813 -11.77028 1.250
H -15.99574 16.17603 -11.93429 0.364
H -17.41577 17.27084 -12.21433 -0.049
H -14.77910 17.80868 -10.68756 0.442
H -16.38781 18.13990 -10.15803 -0.578
H -14.73336 19.91451 -11.42759 0.624
H -16.47926 20.07604 -11.68457 -1.389
O -21.63293 22.93227 -14.73513 -0.607
C -21.07136 22.22343 -15.55304 0.385
O -20.16452 22.69848 -16.36581 -0.351
C -19.62648 21.75281 -17.25010 -0.645
C -19.99739 20.42125 -16.54391 -0.079
C -21.27635 20.71910 -15.72812 0.844
H -18.54105 21.84893 -17.22345 0.378
H -19.99599 21.81576 -18.27362 0.286
H -19.21496 20.23461 -15.80833 -0.163
H -20.12429 19.59100 -17.23866 0.431
H -21.36166 20.27868 -14.73471 -0.716
H -22.20419 20.45272 -16.23433 0.380
O -20.23054 16.99088 -5.22149 -0.649
C -20.65731 18.10001 -5.51415 0.417
O -20.32179 18.71486 -6.67515 0.063
C -20.73269 20.00450 -6.79213 0.501
C -21.98303 20.08412 -5.82601 -0.810
C -21.71423 18.99129 -4.79393 -0.698
H -20.99049 20.30934 -7.80638 -0.031
H -19.96653 20.70105 -6.45168 -0.263
H -22.94590 19.89163 -6.29922 0.272
H -22.04636 21.10809 -5.45781 0.478
H -22.59701 18.42191 -4.50307 0.337
H -21.33356 19.43816 -3.87551 0.271
O -16.43768 24.43194 -11.24313 -0.619
C -16.50944 24.09893 -12.43660 0.303
O -16.93631 24.89631 -13.42707 -0.368
C -17.02150 24.26249 -14.63319 -0.748
C -16.97079 22.80641 -14.35591 0.178
C -16.29211 22.70381 -13.01694 1.654
H -16.18158 24.49688 -15.28718 0.265
H -17.97900 24.48775 -15.10281 0.409
H -16.44554 22.31754 -15.17641 0.607
H -17.92814 22.28663 -14.39354 -0.570
H -15.23110 22.56200 -13.22248 0.408
H -16.66544 21.95700 -12.31623 -1.479
O -14.87651 21.15461 -9.11238 -0.676
C -15.72194 21.87822 -8.60869 0.278
O -16.83308 22.17270 -9.26140 0.236
C -17.65713 23.13616 -8.65734 0.520
C -17.18404 23.05577 -7.19986 -0.429
C -15.72035 22.59322 -7.30652 -0.516
H -18.67480 22.74655 -8.68290 -0.349
H -17.56663 24.15268 -9.04021 0.191
H -17.96234 22.51890 -6.65753 -0.111
H -17.27239 23.97799 -6.62558 0.400
H -15.37962 21.82193 -6.61579 0.274
H -14.98813 23.40027 -7.28135 0.291
O -23.20860 23.51872 -10.38153 -0.708
C -22.19711 23.87888 -10.98949 0.336
O -22.22717 24.54061 -12.08697 -0.285
C -20.90949 24.88132 -12.51298 -0.849
C -19.94800 23.93015 -11.77605 1.225
C -20.74525 23.65324 -10.48401 0.612
H -20.70639 25.94460 -12.38533 0.317
H -20.63991 24.62910 -13.53856 0.296
H -18.99732 24.39982 -11.52361 -0.066
H -19.76536 22.99277 -12.30146 -0.539
H -20.61311 24.42731 -9.72807 0.405
H -20.69902 22.62286 -10.13149 -0.761
N -21.03950 15.27677 -14.59838 0.230
C -21.41586 15.71977 -15.83730 -1.092
C -20.87718 17.01374 -15.95553 -0.374
C -19.96900 17.22395 -14.90296 -0.010
C -20.16431 16.09161 -14.03866 -1.129
H -21.33359 14.40661 -14.17836 0.260
H -22.09520 15.15572 -16.45919 0.379
H -21.05809 17.61049 -16.83733 0.282
H -19.40993 18.09353 -14.59042 0.618
H -19.75616 15.82105 -13.07606 0.805
C -20.85292 18.89104 -11.77128 1.244
C -19.76020 19.93822 -11.73130 0.512
O -19.20876 20.44261 -12.70347 -0.530
C -19.20282 20.22554 -10.40424 2.230
H -21.08189 18.65112 -12.80960 -0.456
H -21.76984 19.24567 -11.30054 0.046
H -20.52388 17.96695 -11.29601 -1.203
H -19.93606 20.64906 -9.71789 -0.825
H -18.44205 20.99161 -10.55417 -1.189
H -18.77253 19.31747 -9.98191 -0.907
C -25.61490 17.07884 -10.89978 -1.343
C -24.15505 16.68932 -10.94658 1.021
O -23.47018 16.67347 -9.93938 -0.503
C -23.59698 16.06956 -12.22127 -0.818
H -25.83737 17.84754 -11.63986 0.218
H -25.92266 17.51843 -9.95102 0.324
H -26.20881 16.25051 -11.28609 0.395
H -22.66847 15.50636 -12.12762 0.071
H -23.25998 16.83897 -12.91592 0.140
H -24.39341 15.41163 -12.56902 0.508
C -23.99504 20.80242 -12.02046 -0.490
C -24.37522 20.18393 -13.35197 1.082
O -24.14593 19.02917 -13.65397 -0.548
C -25.32639 20.94924 -14.20006 -1.611
H -22.94816 21.03761 -11.82854 -0.298
H -24.30829 20.18228 -11.18058 0.262
H -24.54960 21.73912 -11.96429 0.466
H -25.66268 20.26675 -14.98058 0.381
H -24.94766 21.82780 -14.72235 0.286
H -26.17098 21.33279 -13.62764 0.425
C -16.48476 17.39978 -5.27972 -1.632
C -17.00877 18.49503 -6.08045 0.657
O -17.36296 19.55359 -5.49959 -0.654
C -17.21281 18.21391 -7.57701 0.560
H -15.49126 17.24787 -5.70159 0.433
H -17.09803 16.50971 -5.42030 0.333
H -16.39753 17.70707 -4.23757 0.380
H -18.17018 18.59181 -7.93583 -0.823
H -17.06600 17.14163 -7.70652 0.297
H -16.42537 18.81940 -8.02581 0.370

***

125
Properties=species:S:1:pos:R:3:mulliken_charge:R:1 method="wB97M-V/def2-TZVPD" homo_lumo_gap_ev="6.6 / 7.0" e_homo_ev="-6.902 / -6.922" s2=0.81 energy_ha=-2474.2498 multiplicity=2 max_force_ev_per_a=2.525
Ru 0.27970 0.53231 0.30822 1.729
C -2.86780 0.30345 1.21603 -1.385
N -2.20397 -0.03426 -0.05364 1.095
C -2.85685 0.68584 -1.14387 -1.451
C -2.28972 -1.48466 -0.29797 -1.601
C -0.98410 -2.05773 -0.80993 -0.944
N 0.14571 -1.90342 0.11338 1.808
C 1.30820 -2.49320 -0.56215 -2.855
C 2.67107 -2.34210 0.04499 0.636
C 3.40973 -3.47707 0.32540 -0.329
C 4.77663 -3.41619 0.56653 -0.662
C 5.37172 -2.16750 0.42046 0.024
C 4.68674 -1.00598 0.08104 -1.027
C 3.26536 -1.05951 0.00067 -0.259
O 2.51791 0.00788 -0.20713 1.335
C 5.48186 0.25254 -0.30104 2.874
C 4.92193 0.84940 -1.60401 -1.611
C 5.39838 1.28339 0.82746 -1.225
C 6.96123 -0.05630 -0.56137 -2.377
C 5.60159 -4.69327 0.72677 2.220
C 5.57736 -5.43535 -0.62163 -1.773
C 7.06140 -4.40629 1.08781 -2.182
C 5.01931 -5.60755 1.80769 -1.592
C -0.12271 -2.59844 1.37930 -2.344
C 0.70116 -2.20918 2.57515 0.773
C 1.41996 -3.18260 3.24402 -0.260
C 1.92744 -2.95637 4.51491 -0.173
C 1.63080 -1.72412 5.08450 -0.770
C 0.88134 -0.72326 4.47594 0.552
C 0.46315 -0.92511 3.12832 -0.270
O -0.19867 -0.03469 2.40996 -0.394
C 0.44298 0.43330 5.39510 2.318
C 1.66343 1.07015 6.08550 -1.799
C -0.36103 1.53666 4.70401 -2.120
C -0.47021 -0.16512 6.48209 -1.774
C 2.68655 -4.00758 5.31976 2.357
C 4.15828 -3.58522 5.43631 -1.616
C 2.61347 -5.38871 4.66460 -1.858
C 2.08008 -4.14634 6.72576 -1.849
H -3.90302 -0.06499 1.23491 0.317
H -2.88854 1.38352 1.34380 0.384
H -2.30117 -0.12208 2.04121 0.289
H -3.89564 0.35425 -1.27138 0.423
H -2.31534 0.51102 -2.07276 0.239
H -2.85975 1.74693 -0.93023 0.294
H -3.05977 -1.70602 -1.04503 0.550
H -2.60564 -1.98113 0.61587 0.467
H -0.72706 -1.53712 -1.73484 0.424
H -1.13554 -3.12166 -1.05506 0.448
H 1.35275 -2.02722 -1.55249 0.754
H 1.11935 -3.56753 -0.71222 0.400
H 2.90475 -4.43857 0.30501 0.365
H 6.44155 -2.09858 0.54155 0.484
H 3.89563 1.17371 -1.46496 -0.032
H 4.94620 0.10035 -2.39970 0.360
H 5.52525 1.70572 -1.91634 0.387
H 4.36466 1.56564 0.99463 -0.627
H 5.97675 2.17802 0.57795 0.500
H 5.79979 0.86454 1.75222 0.333
H 7.07901 -0.86405 -1.28637 0.431
H 7.48905 -0.33077 0.35359 0.412
H 7.44951 0.83324 -0.96405 0.460
H 5.98333 -4.79750 -1.40880 0.353
H 4.55717 -5.70598 -0.89725 0.335
H 6.17418 -6.35009 -0.57242 0.463
H 7.57781 -3.89308 0.27520 0.397
H 7.58471 -5.34644 1.27166 0.447
H 7.13125 -3.79755 1.99140 0.389
H 3.97359 -5.84570 1.61046 0.262
H 5.09188 -5.13390 2.78762 0.247
H 5.57444 -6.54809 1.84175 0.520
H -0.04631 -3.68509 1.22212 0.168
H -1.15080 -2.38416 1.66285 0.745
H 1.53386 -4.14804 2.76532 0.208
H 1.98161 -1.54160 6.09285 0.360
H 2.45723 1.28323 5.37232 0.253
H 2.07845 0.41453 6.85235 0.412
H 1.37349 2.00597 6.56848 0.517
H 0.19547 1.99993 3.89663 0.052
H -0.61687 2.30769 5.43658 0.630
H -1.28665 1.14275 4.28673 0.189
H 0.03695 -0.95073 7.04291 0.330
H -1.36550 -0.59723 6.03050 0.368
H -0.77763 0.61506 7.18378 0.444
H 4.59797 -3.45913 4.44485 0.158
H 4.73111 -4.34132 5.98017 0.476
H 4.24858 -2.63644 5.96804 0.295
H 3.07589 -5.38892 3.67984 0.069
H 1.57562 -5.71407 4.56662 0.392
H 3.14100 -6.11696 5.28363 0.489
H 2.20088 -3.23951 7.31817 0.332
H 2.56955 -4.96223 7.26256 0.463
H 1.01434 -4.37084 6.65357 0.367
N -0.44476 2.85210 -0.96594 -0.592
C -0.26783 2.78581 -2.42275 -0.968
C 0.99944 1.99065 -2.67848 -0.376
N 0.85524 0.60943 -2.20612 -0.125
H -1.31003 3.30883 -0.71207 0.331
H 0.30324 3.41292 -0.56924 -0.490
H -0.17321 3.77671 -2.88073 0.499
H -1.12445 2.28669 -2.88049 0.308
H 1.78823 2.46910 -2.09351 -0.139
H 1.27323 2.03453 -3.73678 0.539
H 1.75955 0.25771 -1.88670 -0.400
H 0.50285 0.00473 -2.93768 0.300
C 2.76618 1.93108 2.71816 -1.544
Si 1.70931 2.38096 1.20878 2.608
C 2.79651 3.49104 0.08560 -1.731
C 0.42996 3.67304 1.84397 0.296
C -0.91698 3.33311 1.97539 -0.414
C -1.86227 4.25304 2.40375 -0.391
C -1.47226 5.54814 2.71576 -0.821
C -0.13827 5.90861 2.59377 -0.637
C 0.80098 4.97850 2.16840 -0.796
H 3.65032 2.56707 2.77597 0.902
H 3.08523 0.88722 2.69450 0.308
H 2.17644 2.07922 3.61861 0.100
H 3.51288 4.02710 0.70999 0.605
H 2.19704 4.23231 -0.44952 0.469
H 3.37095 2.92958 -0.65198 0.375
H -1.21136 2.31820 1.74699 -0.216
H -2.90322 3.96586 2.50237 0.438
H -2.20187 6.27506 3.04920 0.383
H 0.17269 6.91645 2.84031 0.430
H 1.83948 5.27872 2.07890 0.334